Run 1
Density functional theory data (ωB97M-V with the def2-TZVPD basis set) for a 2-piece molecular cluster, C15H25NO6 overall.

Calculated values
**HOMO level (alpha / beta)**: -8.726 / -8.726 eV
**HOMO-LUMO gap (alpha / beta)**: 0.254 / 0.253 hartree
**Total charge**: 0
**Structure (SMILES)**: C=C1CC[C@@H](O[N+](=O)[O-])[C@](C)(O)CC[C@@H]2[C@H]1CC2(C)C.O=O
**Spin multiplicity**: 1

XYZ file:
```
47
Properties=species:S:1:pos:R:3:nbo_charge:R:1
O 3.90 1.91 0.06 -0.29
O 4.67 0.42 2.37 0.00
O 1.98 0.43 0.61 -0.47
O 2.55 2.30 1.79 -0.26
O 5.12 -0.21 1.39 0.01
O 2.07 -2.71 -1.32 -0.72
N 3.03 1.74 0.85 0.72
C -2.41 1.77 0.12 -0.40
C 2.23 -0.43 -0.48 0.05
C 1.56 -1.84 -0.30 0.28
C 0.53 0.57 -2.26 -0.45
C -0.21 1.37 -1.21 0.04
C -2.76 0.24 2.17 -0.61
C 1.92 -2.38 1.09 -0.64
C -4.42 0.28 0.26 -0.60
C 0.01 -1.91 -0.49 -0.41
C -0.80 -0.98 0.42 -0.44
C -1.98 -0.33 -0.24 -0.18
C 1.96 0.22 -1.86 -0.43
C -2.97 0.45 0.68 -0.03
C -1.65 1.03 -0.99 -0.26
C 0.43 2.36 -0.55 -0.41
H -1.19 -1.60 1.26 0.21
H -3.42 0.91 2.73 0.21
H -0.28 -2.94 -0.20 0.22
H 2.35 -0.50 -2.61 0.23
H 0.63 1.21 -3.16 0.22
H -4.55 0.47 -0.81 0.21
H -2.22 1.02 -1.94 0.21
H -0.14 -0.23 0.89 0.24
H 1.56 -1.68 1.86 0.23
H 3.04 -2.68 -1.31 0.46
H 1.43 -3.35 1.24 0.22
H 3.00 -2.48 1.22 0.21
H 1.49 2.51 -0.69 0.17
H 3.31 -0.66 -0.50 0.18
H -3.04 -0.79 2.43 0.21
H -1.72 0.42 2.48 0.22
H -4.76 -0.73 0.49 0.20
H 2.62 1.10 -1.93 0.21
H -2.54 -1.00 -0.92 0.20
H -5.05 0.98 0.83 0.21
H -0.01 -0.32 -2.61 0.21
H -0.08 3.07 0.11 0.21
H -1.76 2.27 0.84 0.21
H -3.15 2.47 -0.27 0.21
H -0.28 -1.77 -1.55 0.21
```

***

Run 2
Density functional theory data (ωB97M-V with the def2-TZVPD basis set) for a 2-piece molecular cluster, C15H25NO6 overall.

Calculated values
**HOMO level (alpha / beta)**: -8.580 / -9.667 eV
**HOMO-LUMO gap (alpha / beta)**: 0.293 / 0.292 hartree
**Total charge**: 0
**Spin multiplicity**: 1

XYZ file:
```
47
Properties=species:S:1:pos:R:3:nbo_charge:R:1
O -2.33 -3.03 3.45 -0.21
O -1.71 1.06 1.48 -0.44
O -2.71 -1.25 6.70 -0.73
O -3.05 -2.82 2.29 -0.10
O -1.18 -0.58 0.08 -0.36
O -2.67 -0.95 1.69 -0.45
N -1.79 -0.09 1.02 0.70
C -2.14 -1.68 5.48 0.24
C -4.33 -0.03 2.06 -0.16
C -5.10 -1.91 3.44 -0.52
C -0.80 -2.38 5.73 -0.63
C -4.64 2.24 5.54 -0.03
C -3.02 -2.77 4.73 0.07
C -3.73 3.45 5.44 -0.61
C -1.89 -0.43 4.62 -0.46
C -4.53 -2.56 4.70 -0.43
C -5.44 1.89 4.27 -0.39
C -3.96 0.84 5.47 -0.18
C -5.08 0.39 4.45 -0.30
C -2.54 0.88 4.98 -0.41
C -4.76 -0.48 3.31 0.20
C -5.53 2.32 6.77 -0.60
H -6.20 1.46 6.85 0.20
H -0.92 -3.27 6.35 0.20
H -4.97 -3.56 4.78 0.22
H -5.01 2.32 3.36 0.21
H -3.03 3.47 6.29 0.21
H -3.16 3.47 4.50 0.21
H -4.82 -2.01 5.60 0.23
H -6.14 3.23 6.73 0.21
H -6.20 -2.03 3.44 0.23
H -5.85 -0.13 5.03 0.22
H -2.84 -3.70 5.29 0.19
H -4.34 4.36 5.49 0.21
H -4.72 -0.52 1.17 0.23
H -4.03 0.28 6.41 0.24
H -0.80 -0.27 4.63 0.22
H -0.11 -1.69 6.23 0.22
H -2.82 -2.00 7.31 0.47
H -2.46 1.52 4.09 0.22
H -1.93 1.36 5.77 0.22
H -4.62 -2.44 2.61 0.28
H -3.88 0.95 1.93 0.24
H -6.52 2.09 4.33 0.21
H -2.11 -0.67 3.57 0.26
H -0.36 -2.68 4.77 0.24
H -4.92 2.36 7.68 0.21
```

***

Which one sits at the bottom of the stability order? run 2 does.

***

Run 1
Density functional theory data (ωB97M-V with the def2-TZVPD basis set) for a 2-piece molecular cluster, CH3BrN4 overall.

Calculated values
**HOMO level**: -9.280 eV
**HOMO-LUMO gap**: 0.354 hartree
**Total charge**: 0
**Spin multiplicity**: 1

XYZ file:
```
9
Properties=species:S:1:pos:R:3:nbo_charge:R:1
Br 2.79 0.57 0.71 0.12
N 0.99 0.29 0.14 -0.44
N -2.50 -0.38 1.00 -0.11
N -1.57 -0.85 0.55 0.25
N -0.69 -1.43 0.00 -0.52
C 0.51 1.06 -0.69 -0.06
H 1.00 1.88 -1.16 0.18
H -0.51 0.82 -1.05 0.20
H -0.03 -1.96 0.50 0.39
```

***

Run 2
Density functional theory data (ωB97M-V with the def2-TZVPD basis set) for a 2-piece molecular cluster, CH3BrN4 overall.

Calculated values
**HOMO level**: -9.737 eV
**HOMO-LUMO gap**: 0.368 hartree
**Total charge**: 0
**Spin multiplicity**: 1

XYZ file:
```
9
Properties=species:S:1:pos:R:3:nbo_charge:R:1
Br -2.86 -0.28 0.99 0.19
N -1.11 -0.36 0.44 -0.51
N 0.49 1.76 -0.84 -0.57
N 1.62 1.42 -0.94 0.27
N 2.73 1.18 -0.95 -0.15
C -0.43 -1.41 0.59 -0.03
H 0.66 -1.44 0.18 0.20
H -0.34 1.41 -0.40 0.44
H -0.76 -2.29 0.92 0.16
```

***

Which one sits at the bottom of the stability order? run 2 does.

***

Run 1
Density functional theory data (ωB97M-V with the def2-TZVPD basis set) for one molecule with the formula C3H9N3.

Calculated values
**HOMO level**: -8.673 eV
**HOMO-LUMO gap**: 0.356 hartree
**Total charge**: 0
**Structure (SMILES)**: [H]/N=C/N(N)CC
**Spin multiplicity**: 1

XYZ file:
```
15
Properties=species:S:1:pos:R:3:nbo_charge:R:1
N 2.10 1.09 0.54 -0.79
N 0.36 -0.33 0.46 -0.28
N 1.45 -1.22 0.04 -0.64
C 0.83 0.91 0.60 0.25
C -1.78 -0.01 -1.10 -0.62
C -1.11 -0.52 0.16 -0.22
H -1.54 -0.24 1.16 0.20
H -2.90 -0.09 -0.89 0.22
H -1.46 -0.59 -1.89 0.22
H -1.44 0.96 -1.22 0.21
H -1.03 -1.63 0.11 0.22
H 2.37 2.07 0.53 0.35
H 0.23 1.67 0.94 0.16
H 1.86 -1.49 0.92 0.35
H 2.08 -0.61 -0.36 0.37
```

***

Run 2
Density functional theory data (ωB97M-V with the def2-TZVPD basis set) for C3H9N3 as an isolated structure.

Calculated values
**HOMO level**: -7.832 eV
**HOMO-LUMO gap**: 0.329 hartree
**Total charge**: 0
**Spin multiplicity**: 1

XYZ file:
```
15
Properties=species:S:1:pos:R:3:nbo_charge:R:1
N -0.12 -0.79 0.22 -0.26
N -2.16 -1.20 0.94 -0.68
N -1.34 -0.58 0.01 -0.10
C 1.00 0.75 1.20 -0.55
C 0.44 0.44 -1.87 -0.67
C 0.83 -0.16 -0.55 0.03
H 1.71 0.13 1.73 0.20
H 1.44 1.67 0.84 0.19
H 1.81 -0.61 -0.46 0.20
H 1.30 0.86 -2.37 0.22
H -1.67 -1.67 1.70 0.36
H -0.33 1.20 -1.73 0.23
H -0.01 -0.33 -2.51 0.24
H 0.12 0.98 1.79 0.21
H -3.01 -0.67 1.08 0.38
```

***

Which one sits at the bottom of the stability order? run 2 does.

***

Run 1
Density functional theory data (ωB97M-V with the def2-TZVPD basis set) for one molecule with the formula C3H9N3.

Calculated values
**HOMO level**: -8.287 eV
**HOMO-LUMO gap**: 0.338 hartree
**Total charge**: 0
**Structure (SMILES)**: Cn1n(C)n1C
**Spin multiplicity**: 1

XYZ file:
```
15
Properties=species:S:1:pos:R:3:nbo_charge:R:1
N 0.40 -1.37 0.68 -0.17
N -0.82 -0.84 1.13 -0.14
N 0.56 -0.27 1.60 -0.14
C 0.88 -1.29 -0.68 -0.48
C 0.80 0.96 0.93 -0.48
C -1.72 -0.14 0.23 -0.46
H 0.26 1.75 1.57 0.22
H -1.27 0.08 -0.73 0.18
H -2.43 -0.84 -0.02 0.22
H -2.09 0.59 0.91 0.23
H 0.72 -0.33 -1.28 0.18
H 1.95 1.17 0.84 0.22
H 0.42 -2.23 -1.16 0.23
H 0.34 1.03 -0.13 0.18
H 2.02 -1.44 -0.56 0.23
```

***

Run 2
Density functional theory data (ωB97M-V with the def2-TZVPD basis set) for one molecule with the formula C3H9N3.

Calculated values
**HOMO level**: -8.376 eV
**HOMO-LUMO gap**: 0.343 hartree
**Total charge**: 0
**Structure (SMILES)**: CN(C)/C=N/N
**Spin multiplicity**: 1

XYZ file:
```
15
Properties=species:S:1:pos:R:3:nbo_charge:R:1
N -0.77 -0.50 -1.35 -0.40
N -1.20 0.05 -2.61 -0.68
N 0.64 -0.06 0.52 -0.45
C 0.00 -1.14 1.19 -0.43
C 0.08 0.25 -0.73 0.26
C 1.11 1.08 1.26 -0.41
H 1.03 2.04 0.54 0.21
H -1.25 -0.91 -3.33 0.35
H 2.31 0.95 1.61 0.20
H 0.71 -1.73 1.80 0.20
H 0.41 1.27 2.18 0.20
H 0.47 1.13 -1.14 0.16
H -2.34 0.31 -2.26 0.35
H -0.34 -1.91 0.46 0.25
H -0.88 -0.80 1.85 0.18
```

***

Which one sits at the bottom of the stability order? run 1 does.

***

Run 1
Density functional theory data (ωB97M-V with the def2-TZVPD basis set) for C3H9N3 as an isolated structure.

Calculated values
**HOMO level (alpha / beta)**: -9.697 / -7.445 eV
**HOMO-LUMO gap (alpha / beta)**: 0.388 / 0.271 hartree
**Total charge**: 0
**Spin multiplicity**: 1

XYZ file:
```
15
Properties=species:S:1:pos:R:3:nbo_charge:R:1
N 0.50 -0.87 -0.99 -0.37
N 0.62 0.44 -0.80 -0.16
N 2.44 -0.16 0.75 -0.73
C -1.89 1.13 -0.24 -0.61
C -0.38 -1.14 0.14 -0.25
C -0.51 0.40 0.16 -0.10
H -1.25 -1.76 -0.07 0.19
H 0.10 -1.67 0.89 0.21
H -2.64 0.38 -0.45 0.20
H -2.16 1.55 0.72 0.21
H 2.89 -0.28 -0.20 0.30
H 1.39 -1.34 -1.02 0.36
H -0.27 0.99 1.06 0.21
H -1.74 1.69 -1.09 0.22
H 2.91 0.64 1.15 0.31
```

***

Run 2
Density functional theory data (ωB97M-V with the def2-TZVPD basis set) for a 2-piece molecular cluster, C3H9N3 overall.

Calculated values
**HOMO level**: -7.786 eV
**HOMO-LUMO gap**: 0.322 hartree
**Total charge**: 0
**Structure (SMILES)**: [H]/N=C/N.C=CN
**Spin multiplicity**: 1

XYZ file:
```
15
Properties=species:S:1:pos:R:3:nbo_charge:R:1
N 1.09 -1.39 -0.58 -0.79
N -1.06 0.96 0.15 -0.84
N -0.31 -1.92 -2.34 -0.92
C 0.07 2.02 2.06 -0.52
C 0.86 -1.89 -1.81 0.39
C -0.88 1.27 1.50 0.01
H 1.74 -2.20 -2.39 0.13
H -2.00 1.08 -0.20 0.39
H 0.88 2.39 1.44 0.19
H -0.86 -2.76 -2.25 0.39
H 2.03 -1.20 -0.25 0.38
H 0.09 2.23 3.11 0.21
H 0.44 -0.81 -0.04 0.42
H -1.77 1.02 2.07 0.18
H -0.32 1.21 -0.47 0.38
```

***

Which one sits at the bottom of the stability order? run 1 does.

***

Run 1
Density functional theory data (ωB97M-V with the def2-TZVPD basis set) for one molecule with the formula H4I2OSi2.

Calculated values
**HOMO level**: -9.566 eV
**HOMO-LUMO gap**: 0.358 hartree
**Total charge**: 0
**Structure (SMILES)**: I[SiH2]O[SiH2]I
**Spin multiplicity**: 1

XYZ file:
```
9
Properties=species:S:1:pos:R:3:nbo_charge:R:1
I 1.03 -2.27 2.29 -0.16
I -1.70 2.08 -1.56 -0.30
Si 0.56 -0.09 1.46 1.14
Si -0.43 -0.03 -1.62 1.25
O 0.63 -0.19 -0.45 -1.27
H 1.58 0.81 2.21 -0.15
H 0.46 0.20 -2.85 -0.15
H -1.46 -1.07 -1.31 -0.18
H -0.65 0.56 1.82 -0.18
```

***

Run 2
Density functional theory data (ωB97M-V with the def2-TZVPD basis set) for a 2-piece molecular cluster, H4I2OSi2 overall.

Calculated values
**HOMO level**: -9.098 eV
**HOMO-LUMO gap**: 0.280 hartree
**Total charge**: 0
**Spin multiplicity**: 1

XYZ file:
```
9
Properties=species:S:1:pos:R:3:nbo_charge:R:1
I -3.19 -0.57 0.15 -0.09
I 1.30 -2.06 -0.22 -0.41
Si 1.41 0.09 1.11 1.39
Si -1.44 0.31 -1.27 1.13
O 0.22 0.95 0.60 -1.28
H -1.56 1.73 -1.51 -0.15
H 1.30 -0.38 2.48 -0.22
H 2.73 0.59 0.77 -0.22
H -0.78 -0.65 -2.10 -0.13
```

***

Which one sits at the bottom of the stability order? run 2 does.

***

Run 1
Density functional theory data (ωB97M-V with the def2-TZVPD basis set) for a 2-piece molecular cluster, C3H9IN2 overall.

Calculated values
**HOMO level**: -8.470 eV
**HOMO-LUMO gap**: 0.334 hartree
**Total charge**: 0
**Structure (SMILES)**: [H]/N=N\[H].CCCI
**Spin multiplicity**: 1

XYZ file:
```
15
Properties=species:S:1:pos:R:3:nbo_charge:R:1
I 0.93 -1.57 0.69 0.05
N 2.42 0.77 2.34 -0.26
N 3.08 0.66 3.31 -0.29
C -2.45 -0.45 -1.06 -0.61
C 0.05 0.04 -0.47 -0.51
C -1.01 -0.30 -1.57 -0.42
H -0.85 -1.43 -2.02 0.22
H -3.07 -0.46 -1.92 0.21
H -0.40 0.65 0.31 0.23
H -2.71 -1.28 -0.54 0.21
H 0.92 0.37 -1.09 0.23
H -0.99 0.49 -2.45 0.22
H -2.78 0.35 -0.41 0.19
H 2.85 1.22 1.47 0.26
H 4.02 0.94 3.40 0.29
```

***

Run 2
Density functional theory data (ωB97M-V with the def2-TZVPD basis set) for one molecule with the formula C3H9IN2.

Calculated values
**HOMO level**: -8.705 eV
**HOMO-LUMO gap**: 0.342 hartree
**Total charge**: 0
**Structure (SMILES)**: CC[C@@H](I)NN
**Spin multiplicity**: 1

XYZ file:
```
15
Properties=species:S:1:pos:R:3:nbo_charge:R:1
I 2.81 -0.16 -0.04 -0.09
N 0.47 2.65 0.08 -0.65
N 0.20 1.33 -0.55 -0.49
C -1.25 -1.70 0.45 -0.61
C -0.32 -1.11 -0.63 -0.39
C 0.61 0.18 0.12 -0.10
H 0.41 -1.78 -1.03 0.21
H 0.25 1.34 -1.52 0.38
H 1.52 2.93 -0.01 0.34
H 0.33 0.22 1.25 0.21
H -2.10 -1.14 0.70 0.21
H 0.35 2.54 1.07 0.35
H -1.17 -0.83 -1.32 0.22
H -0.70 -1.83 1.33 0.20
H -1.41 -2.66 0.10 0.22
```

***

Which one sits at the bottom of the stability order? run 1 does.

***

Run 1
Density functional theory data (ωB97M-V with the def2-TZVPD basis set) for one molecule with the formula C2H2OS2.

Calculated values
**HOMO level**: -9.488 eV
**HOMO-LUMO gap**: 0.293 hartree
**Total charge**: 0
**Structure (SMILES)**: O=C(S)C=S
**Spin multiplicity**: 1

XYZ file:
```
7
Properties=species:S:1:pos:R:3:nbo_charge:R:1
S -1.46 -0.94 0.02 0.02
S 1.92 -0.28 -0.22 0.14
O -1.20 1.60 -0.31 -0.52
C 0.83 0.60 0.60 -0.36
C -0.56 0.63 0.02 0.36
H 0.89 0.94 1.64 0.23
H -0.30 -1.57 0.33 0.13
```

***

Run 2
Density functional theory data (ωB97M-V with the def2-TZVPD basis set) for a 2-piece molecular cluster, C2H2OS2 overall.

Calculated values
**HOMO level (alpha / beta)**: -8.806 / -8.795 eV
**HOMO-LUMO gap (alpha / beta)**: 0.242 / 0.242 hartree
**Total charge**: 0
**Structure (SMILES)**: O=C=C=S.S
**Spin multiplicity**: 1

XYZ file:
```
7
Properties=species:S:1:pos:R:3:nbo_charge:R:1
S -3.49 2.37 -0.70 0.28
S 0.76 -0.01 0.42 -0.29
O -3.76 -1.52 0.38 -0.41
C -3.58 -0.40 0.02 0.55
C -3.63 0.84 -0.26 -0.42
H 1.20 -1.13 0.91 0.14
H 0.08 0.31 1.62 0.16
```

***

Which one sits at the bottom of the stability order? run 2 does.